1.
A molecular structure, C16H23F12Ni2O11 in a non-equilibrium geometry, computed with ωB97M-V with the def2-TZVPD basis set.

Each line ends with the Löwdin spin population.
Atoms and positions in Å:
Ni (-1.06409, -3.85765, 0.70056)  2.301
Ni (-0.80693, -3.07263, 3.28303)  1.828
O (-0.20890, -2.16142, 1.54618)  0.167
H (-0.15868, -1.26576, 1.15916)  0.010
O (-2.45048, -3.54232, 2.21560)  0.208
H (-3.39223, -3.76962, 2.34194)  0.016
O (-0.14343, -4.72610, 2.33612)  0.134
H (0.54092, -5.38910, 2.12018)  0.013
C (-0.38400, -4.10264, -4.65790)  0.002
C (-0.25462, -3.75494, -3.23092)  0.029
O (0.99819, -3.04008, -2.92190)  0.013
C (1.33735, -2.91127, -1.64944)  0.026
O (0.81322, -3.46069, -0.65565)  0.120
C (2.47087, -1.89562, -1.40098)  0.004
F (1.98366, -0.79891, -0.81280)  0.003
F (3.44065, -2.43751, -0.73061)  0.002
F (2.94586, -1.47978, -2.58311)  0.001
H (0.53033, -4.52156, -5.07813)  0.000
H (-0.61766, -3.27310, -5.32526)  0.000
H (-1.02122, -4.97711, -4.78968)  0.001
H (-0.16019, -4.77420, -2.85636)  0.012
H (-1.07692, -3.14941, -2.84981)  0.027
C (1.29782, 1.29704, 1.65855)  0.002
C (0.73741, 2.74122, 1.53182)  0.000
O (1.74818, 3.67711, 1.09051)  0.000
C (1.49321, 4.91412, 0.71501)  0.000
O (0.36128, 5.41359, 0.57191)  0.000
C (2.76860, 5.74647, 0.38051)  0.000
F (2.67634, 7.07200, 0.71590)  0.000
F (3.89068, 5.25304, 0.86166)  0.000
F (2.89277, 5.69474, -0.92186)  0.000
H (1.87833, 1.01104, 0.78144)  0.000
H (0.52355, 0.53660, 1.76020)  0.002
H (1.94469, 1.13887, 2.52148)  0.000
H (0.17602, 3.07212, 2.40557)  0.000
H (-0.00377, 2.54140, 0.75798)  0.000
C (-3.43670, 0.48276, 0.71430)  0.003
C (-2.94050, -0.48044, 1.81084)  0.007
O (-2.84039, 0.25199, 3.11078)  0.001
C (-2.17882, -0.31135, 4.14198)  0.006
O (-1.57645, -1.40301, 4.03720)  0.036
C (-2.25760, 0.48415, 5.45492)  0.002
F (-2.85859, -0.24680, 6.36228)  0.001
F (-1.01577, 0.68735, 5.90518)  0.000
F (-2.74910, 1.67050, 5.28114)  0.001
H (-2.89949, 1.42671, 0.62231)  0.000
H (-4.43191, 0.74665, 1.07211)  0.000
H (-3.62147, -0.04888, -0.21915)  0.004
H (-2.01386, -0.99782, 1.56234)  0.004
H (-3.67538, -1.28211, 1.88410)  0.003
C (-0.62976, 0.23891, -2.09160)  0.004
C (-0.55672, 1.75485, -1.94670)  0.000
O (0.79979, 2.11150, -1.88226)  0.000
C (1.68908, 2.04353, -2.89704)  0.000
O (1.50463, 1.72471, -4.08304)  0.000
C (3.15830, 2.36249, -2.50592)  0.000
F (3.94518, 1.44448, -3.02308)  0.000
F (3.51161, 3.51777, -3.03112)  0.000
F (3.40498, 2.38310, -1.23820)  0.000
H (-1.65001, -0.00719, -2.38592)  0.001
H (-0.44643, -0.16805, -1.09718)  0.003
H (0.06833, -0.34551, -2.69096)  0.000
H (-1.02400, 2.03505, -1.00264)  0.000
H (-0.98584, 2.17680, -2.85550)  0.000

The spin multiplicity is 6. Its LUMO energy (spin up / spin down) is -0.423 / -0.701 eV. The calculation puts the energy above the lowest of the compared OMol25 structures with the same formula, charge and spin at 10.5 kcal/mol. The HOMO energy (spin up / spin down) is -4.7 / -9.6 eV. As for the expectation value of S²: 8.758. The value obtained for the HOMO-LUMO gap (spin up / spin down) is 0.158 / 0.326 Ha. As for the total energy: -154179.983 eV.

=====

2.
2 unconnected molecules or ions with the total composition C16H23F5NO3S in a non-equilibrium geometry, computed with ωB97M-V with the def2-TZVPD basis set.

Each line ends with the natural charge from an NBO analysis.
Atoms and positions in Å:
C (-3.63362, 0.80216, 0.61149)  -0.624
C (-2.74217, -0.45737, 0.79161)  -0.600
S (-0.99450, -0.09403, 0.96418)  1.143
O (-0.25559, -1.48427, 0.68241)  -0.633
C (0.14871, -2.08849, 1.97260)  -0.098
C (1.64002, -1.89145, 2.22599)  0.066
C (2.48757, -2.19656, 0.99000)  -0.625
O (1.92436, -0.59424, 2.72113)  -0.711
C (-0.40259, 1.05080, -0.38574)  0.569
F (-1.37101, 1.42071, -1.22601)  -0.293
F (0.47656, 0.31998, -1.11508)  -0.309
C (0.37953, 2.20280, 0.19697)  -0.084
C (1.20150, 2.90097, -0.66800)  -0.169
C (1.94760, 3.91884, -0.16256)  -0.195
C (1.91772, 4.29300, 1.16131)  -0.123
C (1.08549, 3.60689, 2.00169)  -0.133
C (0.99770, 3.94352, 3.47146)  0.977
F (0.39912, 5.12147, 3.68379)  -0.305
F (0.31970, 2.99331, 4.15076)  -0.327
F (2.22114, 4.01328, 4.02323)  -0.311
C (0.33568, 2.57122, 1.51205)  -0.201
H (-3.05227, 1.72583, 0.58345)  0.225
H (-4.11199, 0.71483, -0.36619)  0.253
H (-4.42965, 0.84261, 1.35082)  0.249
H (-2.92856, -1.21649, 0.02816)  0.275
H (-3.03100, -0.93268, 1.73583)  0.266
H (-0.38470, -1.56092, 2.77518)  0.183
H (-0.17233, -3.12856, 2.03081)  0.234
H (1.91935, -2.61865, 3.00531)  0.186
H (2.21900, -3.18946, 0.62820)  0.223
H (2.30487, -1.40328, 0.26187)  0.219
H (3.53318, -2.16487, 1.29665)  0.242
H (1.33143, -0.37444, 3.44832)  0.472
H (1.26677, 2.66256, -1.72215)  0.241
H (2.60289, 4.48331, -0.81793)  0.239
H (2.52452, 5.10445, 1.54420)  0.248
H (-0.29400, 2.04266, 2.21759)  0.231
C (-1.13230, -1.69600, -2.68421)  -0.720
C (-1.71017, -2.48964, -3.83359)  0.668
O (-2.90705, -2.50353, -4.06292)  -0.620
N (-0.84356, -3.19191, -4.60685)  -0.611
C (0.59998, -3.29001, -4.48197)  -0.412
H (-1.94522, -1.19368, -2.16413)  0.215
H (-0.62614, -2.36293, -1.98366)  0.223
H (-0.43475, -0.94424, -3.05085)  0.232
H (-1.29341, -3.69800, -5.35407)  0.410
H (1.06553, -2.92965, -5.40021)  0.207
H (0.87783, -4.33473, -4.33525)  0.204
H (0.96884, -2.70515, -3.64570)  0.203

Its LUMO energy is -3.956 eV. The total charge is +1. The calculation puts the energy above the lowest of the compared OMol25 structures with the same formula, charge and spin at 13.5 kcal/mol. The HOMO energy is -11.7 eV. The value obtained for the HOMO-LUMO gap is 0.284 Ha. As for the total energy: -49012.718 eV.

=====

3.
A single C16H23N3O3S molecule, computed with ωB97M-V with the def2-TZVPD basis set.

Each line ends with the natural charge from an NBO analysis.
Atoms and positions in Å:
C (4.93190, 1.90026, 0.44137)  -0.617
C (3.46810, 1.85915, 0.85039)  -0.064
O (2.70368, 1.67496, -0.32658)  -0.497
C (1.35789, 1.57560, -0.24278)  0.332
C (0.62899, 1.67141, 0.93871)  -0.273
C (-0.75740, 1.54834, 0.94846)  0.040
C (-1.52970, 1.65950, 2.22221)  -0.658
C (-1.39430, 1.31806, -0.26059)  -0.386
S (-3.16598, 1.15608, -0.35713)  2.306
O (-3.53422, 0.86288, -1.71398)  -0.943
O (-3.80047, 2.26779, 0.29406)  -0.944
N (-3.48611, -0.19303, 0.62027)  -0.875
C (-3.63548, -1.45206, -0.08868)  -0.231
C (-2.27073, -1.98531, -0.51600)  -0.416
C (-1.36516, -2.25282, 0.69067)  -0.207
N (-0.08771, -2.77269, 0.28922)  -0.343
C (0.98635, -2.04311, -0.13654)  -0.114
C (1.95192, -2.94971, -0.46540)  -0.099
N (1.49473, -4.21158, -0.25664)  -0.459
C (0.27711, -4.07281, 0.18726)  0.161
C (-0.68254, 1.22934, -1.44560)  -0.166
C (0.69183, 1.35343, -1.46517)  -0.062
C (1.48645, 1.24391, -2.72642)  -0.626
H (5.10197, 2.72196, -0.24868)  0.215
H (5.20436, 0.97141, -0.05174)  0.217
H (5.55727, 2.03554, 1.31888)  0.216
H (3.18371, 2.79960, 1.34165)  0.174
H (3.29207, 1.02756, 1.54622)  0.177
H (1.13379, 1.84767, 1.87576)  0.217
H (-0.90530, 2.05043, 3.02176)  0.216
H (-1.91454, 0.68453, 2.51899)  0.231
H (-2.38555, 2.31289, 2.07195)  0.256
H (-4.28633, 0.03242, 1.19264)  0.409
H (-4.12358, -2.16602, 0.57933)  0.202
H (-4.25575, -1.31536, -0.98309)  0.216
H (-2.41274, -2.91124, -1.07684)  0.218
H (-1.79544, -1.25696, -1.17374)  0.219
H (-1.84087, -2.98016, 1.35535)  0.204
H (-1.21441, -1.31956, 1.23891)  0.218
H (0.96572, -0.97379, -0.16251)  0.221
H (2.94301, -2.77692, -0.83412)  0.204
H (-0.37168, -4.88253, 0.45711)  0.191
H (-1.23614, 1.06330, -2.35686)  0.246
H (0.83118, 1.12670, -3.58414)  0.218
H (2.15881, 0.38879, -2.66898)  0.227
H (2.10128, 2.13212, -2.85899)  0.226

The structure (SMILES) is CCOc1cc(C)c(S(=O)(=O)NCCCn2ccnc2)cc1C. Its LUMO energy is 0.550 eV. The calculation puts the energy above the lowest of the compared OMol25 structures with the same formula, charge and spin at 58.1 kcal/mol. The HOMO energy is -8.7 eV. The value obtained for the HOMO-LUMO gap is 0.340 Ha. As for the total energy: -38413.210 eV.

=====

4.
5 unconnected molecules or ions with the total composition C16H23N3O8S2 in a non-equilibrium geometry, computed with ωB97M-V with the def2-TZVPD basis set.

Each line ends with the natural charge from an NBO analysis.
Atoms and positions in Å:
O (3.12396, 1.01830, 2.12378)  -0.909
S (2.34596, 0.49984, 1.08114)  2.595
O (2.80525, -0.62372, 0.41403)  -0.932
O (0.86359, 0.25937, 1.60457)  -0.702
C (-0.08896, 0.93848, 0.78424)  -0.106
C (0.66389, 2.10504, 0.19744)  -0.105
O (2.03087, 1.63734, 0.03452)  -0.690
H (-0.50541, 0.25609, 0.04514)  0.208
H (-0.92873, 1.27802, 1.39806)  0.212
H (0.74295, 3.00663, 0.82099)  0.199
H (0.19896, 2.44078, -0.72604)  0.230
O (0.15051, 5.23917, -1.69316)  -0.909
S (-1.20551, 5.17365, -2.01811)  2.590
O (-1.88438, 3.97172, -1.81910)  -0.931
O (-1.94264, 6.36553, -1.32411)  -0.707
C (-2.76343, 7.13228, -2.27939)  -0.091
C (-1.95975, 6.95006, -3.55993)  -0.106
O (-1.48765, 5.60151, -3.52167)  -0.688
H (-3.73265, 6.65664, -2.18636)  0.209
H (-2.68241, 8.15135, -1.94146)  0.218
H (-1.07849, 7.58188, -3.35319)  0.191
H (-2.39741, 7.23955, -4.49609)  0.227
C (1.31080, -1.86081, 5.06744)  -0.295
C (1.29506, -3.09735, 5.78463)  -0.314
C (0.80739, -4.05302, 4.93225)  -0.076
N (0.59654, -3.43949, 3.72514)  -0.512
C (0.79252, -2.08809, 3.84430)  -0.089
H (1.58767, -0.89383, 5.44596)  0.218
H (1.58213, -3.22844, 6.81269)  0.217
H (0.63632, -5.11372, 5.00498)  0.208
H (0.11696, -3.91606, 2.98379)  0.417
H (0.54561, -1.43212, 3.03442)  0.218
C (0.30293, -5.91986, 0.42362)  -0.318
C (-0.62680, -4.88026, 0.20150)  -0.309
C (0.07914, -3.70070, 0.28332)  -0.100
N (1.34277, -4.00422, 0.67673)  -0.499
C (1.49560, -5.33654, 0.74156)  -0.074
H (0.13226, -6.98019, 0.37650)  0.221
H (-1.69694, -4.96620, 0.10047)  0.221
H (-0.14318, -2.65404, 0.19245)  0.217
H (2.07715, -3.33337, 0.81944)  0.431
H (2.43136, -5.80215, 0.97279)  0.213
C (0.67210, -0.67421, -2.82921)  -0.299
C (-0.34417, -1.69847, -2.61610)  -0.319
C (-1.52958, -1.22167, -3.10040)  -0.076
N (-1.29912, 0.08771, -3.47249)  -0.519
C (0.05690, 0.40713, -3.38070)  -0.089
H (1.72181, -0.77967, -2.61497)  0.231
H (-0.15903, -2.69284, -2.25521)  0.232
H (-2.49033, -1.70685, -3.15035)  0.216
H (-1.95765, 0.74189, -3.82912)  0.407
H (0.39527, 1.35794, -3.76078)  0.216

The structure (SMILES) is O=S1(=O)OCCO1.O=S1(=O)OCCO1.c1cc[nH]c1.c1cc[nH]c1.c1cc[nH]c1. Its LUMO energy is 0.124 eV. The HOMO energy is -7.9 eV. The value obtained for the HOMO-LUMO gap is 0.293 Ha. As for the total energy: -59482.711 eV.

=====

5.
A single C16H23N5O2 molecule in a non-equilibrium geometry, computed with ωB97M-V with the def2-TZVPD basis set.

Each line ends with the natural charge from an NBO analysis.
Atoms and positions in Å:
C (-2.73196, 3.74286, 2.71290)  -0.247
O (-2.49628, 3.11764, 1.47193)  -0.550
C (-3.70711, 2.82556, 0.79516)  -0.057
C (-3.46104, 2.37217, -0.64573)  -0.410
C (-2.09106, 1.73703, -0.91402)  -0.441
C (-1.93262, 0.34833, -0.32801)  0.315
N (-2.04953, 0.23751, 0.99022)  -0.190
N (-1.86739, -0.97574, 1.49237)  -0.205
C (-1.58747, -1.93434, 0.61853)  0.329
C (-1.32236, -3.30419, 1.18565)  -0.448
C (0.17383, -3.55211, 1.51952)  -0.388
C (1.05114, -2.29099, 1.58651)  -0.222
N (1.45199, -1.82489, 0.27734)  -0.623
C (2.13649, -0.54292, 0.32920)  -0.223
C (2.94518, -0.25720, -0.92932)  -0.094
C (4.16060, 0.38256, -0.80104)  -0.140
C (4.91406, 0.65197, -1.90037)  -0.241
C (4.53151, 0.28434, -3.16076)  -0.206
C (3.32500, -0.34308, -3.30139)  -0.244
C (2.54122, -0.59215, -2.20322)  0.272
O (1.30440, -1.18344, -2.44259)  -0.691
N (-1.51271, -1.83155, -0.70801)  -0.169
N (-1.69637, -0.62812, -1.20816)  -0.173
H (-3.76267, 3.59151, 3.05164)  0.169
H (-2.53148, 4.82114, 2.66131)  0.170
H (-2.07041, 3.33750, 3.48379)  0.187
H (-4.20948, 2.00938, 1.33805)  0.168
H (-4.34747, 3.71603, 0.83198)  0.168
H (-4.27041, 1.73837, -1.01491)  0.213
H (-3.50906, 3.27549, -1.26665)  0.207
H (-1.96394, 1.68835, -1.99702)  0.232
H (-1.26798, 2.35965, -0.55609)  0.240
H (-1.62621, -4.03382, 0.43146)  0.229
H (-1.93796, -3.49044, 2.06527)  0.228
H (0.27211, -4.03469, 2.49579)  0.212
H (0.64603, -4.24180, 0.81241)  0.201
H (1.91834, -2.55085, 2.22481)  0.163
H (0.53418, -1.49823, 2.13635)  0.203
H (1.99275, -2.52368, -0.21447)  0.354
H (2.78675, -0.44590, 1.21154)  0.175
H (1.38850, 0.26286, 0.37827)  0.200
H (4.50478, 0.68530, 0.18090)  0.202
H (5.85724, 1.17936, -1.78599)  0.209
H (5.13619, 0.47099, -4.03852)  0.215
H (2.94112, -0.63180, -4.27252)  0.220
H (1.43955, -2.12395, -2.59411)  0.478

The structure (SMILES) is COCCCc1nnc(CCCNCc2ccccc2O)nn1. Its LUMO energy is -0.244 eV. The calculation puts the energy above the lowest of the compared OMol25 structures with the same formula, charge and spin at 85.4 kcal/mol. The HOMO energy is -8.7 eV. The value obtained for the HOMO-LUMO gap is 0.310 Ha. As for the total energy: -28507.395 eV.